This record from OMol25 describes 2 unconnected molecules or ions with the total composition C8H8NO2. The level of theory is the ωB97M-V functional and the def2-TZVPD basis.

Properties
* max |F|: 6.0 eV/Å
* energy above the lowest of the compared OMol25 structures with the same formula, charge and spin: 53.49 kcal/mol
* electronic energy: -13999.519 eV
* HOMO level: -0.520 Ha
* charge: +1
* LUMO level: -6.16 eV

Last column: Löwdin charge in e.
Positions of all 19 atoms, in Å:
C1 -1.481 -0.364 -1.538  0.077
C2 -0.854 0.855 -1.887  -0.029
C3 -0.753 -1.284 -0.742  -0.006
C4 0.376 1.246 -1.500  0.094
C5 0.479 -0.944 -0.282  0.055
C6 1.131 0.240 -0.762  -0.321
C7 -1.272 -0.271 2.525  -0.439
C8 2.139 0.771 0.357  -0.045
N1 -0.944 -0.993 3.446  0.144
O1 -1.176 0.374 1.577  0.140
O2 2.549 0.266 -0.757  0.097
H1 -2.436 -0.602 -1.919  0.121
H2 -1.457 1.522 -2.513  0.135
H3 -1.102 -2.182 -0.404  0.102
H4 0.710 2.211 -1.870  0.152
H5 1.299 -1.533 0.047  0.151
H6 2.078 0.233 1.365  0.162
H7 2.322 1.946 0.553  0.196
H8 -1.607 -1.488 4.305  0.214